Record 1
A structure of composition F3Sr in a non-equilibrium geometry, computed with ωB97M-V/def2-TZVPD.

Geometry (Å):
1 Sr -1.1916 -0.8640 0.1461
2 F 0.0418 1.0176 -1.3516
3 F 1.4085 -1.2327 -0.4924
4 F -0.2587 1.0791 1.6979

The HOMO energy (alpha / beta) comes out at -9.4 / -9.4 eV. The LUMO energy (alpha / beta) is -2.20 / -3.98 eV. The spin multiplicity is 2.


Record 2
A cluster of 2 separate species, F4HNP2 in total in a non-equilibrium geometry, computed with ωB97M-V/def2-TZVPD.

Geometry (Å):
1 P -1.2237 0.7604 -0.3940
2 P 1.4109 -1.2165 0.4949
3 F -0.6944 0.3460 1.0679
4 F -2.1732 1.8622 0.2400
5 F 0.1144 -1.6577 -0.4602
6 F -2.3096 -0.3911 -0.2950
7 N 1.9858 -0.1103 -0.3482
8 H 2.8898 0.4070 -0.3053

The HOMO energy comes out at -10.6 eV. The LUMO energy is -0.18 eV.


Record 3
A structure of composition F4Li5Sr in a non-equilibrium geometry, computed with ωB97M-V/def2-TZVPD.

Geometry (Å):
1 Sr 0.3995 1.8769 -2.1911
2 F 1.6526 -1.9678 -1.4400
3 F 1.7780 -0.1293 2.0563
4 F -0.0606 -0.0385 -0.1852
5 F -2.6737 -0.2568 -1.3777
6 Li -2.1564 -0.4442 0.4169
7 Li -0.1096 -1.0313 1.9044
8 Li -0.1715 -1.3781 -1.6634
9 Li 2.0437 1.5335 0.8681
10 Li -0.7020 1.8357 1.6118

Its net charge is +3. The HOMO energy comes out at -19.2 eV. The LUMO energy is -15.06 eV.


Record 4
The molecule F4OP2 in a non-equilibrium geometry, computed with ωB97M-V/def2-TZVPD.

Geometry (Å):
1 P -1.6087 -0.3096 -0.0213
2 P 1.1875 -0.2059 1.1081
3 F 2.1817 -0.7549 -0.0632
4 F -1.9664 0.9762 -0.7883
5 F -1.3093 -1.2414 -1.3550
6 F 1.6358 1.3061 1.0277
7 O -0.1206 0.2295 0.0920

The HOMO energy comes out at -11.4 eV. The LUMO energy is 0.45 eV.


Record 5
A structure of composition F5HfIn in a non-equilibrium geometry, computed with ωB97M-V/def2-TZVPD.

Geometry (Å):
1 Hf -0.1322 -0.0303 1.3740
2 In 1.2684 1.3110 -2.9722
3 F 1.0336 -1.9608 0.9097
4 F -0.1544 -0.3564 -0.9956
5 F -1.6919 1.4581 0.5602
6 F 1.6188 1.0314 0.2925
7 F -1.9424 -1.4529 0.8314

Its net charge is +2. The HOMO energy comes out at -20.8 eV. The LUMO energy is -16.99 eV.


Record 6
A cluster of 2 separate species, F5NP2S in total in a non-equilibrium geometry, computed with ωB97M-V/def2-TZVPD.

Geometry (Å):
1 S -1.2827 -3.1472 -0.4561
2 P -0.5729 -1.2986 -0.5002
3 P 0.9239 1.1831 1.0159
4 F -0.3708 1.0679 0.0249
5 F 0.7214 2.7161 1.4446
6 F 1.9868 1.7236 -0.0301
7 F 0.9916 -0.9236 -0.4219
8 F -0.6748 -0.4677 -1.8472
9 N -1.5507 -1.5491 0.6653

The HOMO energy comes out at -9.4 eV. The LUMO energy is -0.91 eV.


Record 7
A cluster of 15 separate species, F6H28O14P in total in a non-equilibrium geometry, computed with ωB97M-V/def2-TZVPD.

Geometry (Å):
1 P 0.4535 0.0279 0.3450
2 F 0.1279 -0.9048 -0.9586
3 F 1.1902 1.0838 -0.6349
4 F 0.7069 1.0759 1.6196
5 F 1.9978 -0.5775 0.5110
6 F -0.0931 -1.0782 1.3909
7 F -1.0262 0.6925 0.2660
8 O 2.8996 -5.7600 -0.6238
9 O -5.8228 -0.6129 -2.2416
10 O 1.0490 4.6922 6.1859
11 O 2.8474 5.1986 -2.8529
12 O 5.3053 -1.6089 -2.9847
13 O -2.1407 2.9651 -3.8868
14 O 1.8569 -3.3999 4.8251
15 O -2.4681 -2.1043 -5.5483
16 O 1.8355 -0.7798 -5.9230
17 O -4.0739 -3.6626 0.3643
18 O -2.9647 -4.4359 4.9902
19 O 6.4837 1.6429 0.2720
20 O -2.2804 5.9048 0.1925
21 O -3.0664 2.3993 4.6490
22 H 2.0064 -6.0248 -0.4041
23 H 5.9202 -1.0432 -3.4516
24 H -2.3368 5.1300 0.7516
25 H -2.7348 3.7085 -3.7834
26 H 2.1555 5.8127 -2.6070
27 H 1.2240 -2.8555 4.3567
28 H -3.7480 -3.6709 1.2643
29 H -2.8072 1.8462 5.3859
30 H 2.6567 4.4077 -2.3486
31 H 3.0567 -4.9804 -0.0911
32 H -1.8880 -1.3647 -5.7292
33 H 6.3308 2.5872 0.2377
34 H -2.6282 -2.0587 -4.6057
35 H 1.4355 -1.1315 -5.1276
36 H 5.7793 1.3057 0.8255
37 H 1.3367 3.8020 5.9837
38 H -5.3101 -1.2660 -1.7655
39 H 0.1055 4.6820 6.0246
40 H -2.3101 2.4144 -3.1224
41 H 2.6498 -3.3603 4.2903
42 H -2.0457 -4.6631 5.1317
43 H -5.9254 -0.9813 -3.1191
44 H -3.2827 -4.1730 5.8539
45 H 2.6857 -1.2162 -5.9772
46 H 5.1947 -1.1902 -2.1310
47 H -2.8883 1.8661 3.8743
48 H -4.2730 -4.5790 0.1727
49 H -3.1767 6.2385 0.1537

Its net charge is -1. The HOMO energy comes out at -9.0 eV. The LUMO energy is 2.06 eV.


Record 8
A structure of composition F6LiN3O12S6 in a non-equilibrium geometry, computed with ωB97M-V/def2-TZVPD.

Geometry (Å):
1 S 0.7275 -17.3757 7.3767
2 S 2.2083 -18.6116 8.7552
3 S 3.2636 -13.4726 10.6722
4 S -1.7117 -18.9150 10.5846
5 S -0.5064 -18.8560 12.4744
6 S 3.5841 -15.6598 11.2208
7 F 1.8486 -18.7798 10.3282
8 F 0.3147 -17.7617 13.3142
9 F 0.4093 -15.7765 7.0284
10 F 3.7598 -12.5291 9.4278
11 F 4.3459 -16.8823 10.5797
12 F -2.4320 -17.9135 9.5875
13 O -2.8750 -19.4953 11.1790
14 O 1.6402 -17.6910 6.2385
15 O 3.6423 -18.5428 8.7392
16 O 1.8393 -13.2487 10.6300
17 O 4.5234 -15.5238 12.3366
18 O 1.5905 -19.7730 8.1291
19 O 2.2211 -16.1023 11.3665
20 O 0.6173 -19.7513 12.1777
21 O -0.8875 -19.7723 9.7210
22 O -0.5915 -17.9210 7.3737
23 O -1.4979 -19.3136 13.3399
24 O 4.0168 -13.0569 11.8179
25 N 3.8146 -14.8803 9.9792
26 N -0.8748 -17.7557 11.4461
27 N 1.4657 -17.0431 8.6849
28 Li 0.6463 -17.0681 10.4782

Its net charge is -2. The HOMO energy comes out at -5.0 eV. The LUMO energy is 4.69 eV.


Record 9
A structure of composition F8KN4NaO16S8 in a non-equilibrium geometry, computed with ωB97M-V/def2-TZVPD.

Geometry (Å):
1 K -0.6230 -0.4517 -1.2854
2 S -1.5213 4.5850 -2.0642
3 S 4.0467 1.2855 -0.1173
4 S -4.4602 0.3130 2.7905
5 S 5.4105 0.1652 -1.6526
6 S 1.8317 -4.6859 1.2412
7 S -2.5901 3.2088 -3.7153
8 S -2.6419 1.0409 4.0810
9 S -0.3047 -5.0568 0.4845
10 Na 2.3877 -2.6795 -2.8127
11 F -0.0256 4.9681 -1.8909
12 F 3.0715 -4.0590 0.5086
13 F 2.5278 1.7009 0.1219
14 F -5.6501 -0.7831 2.8292
15 F 5.0882 -1.0730 -2.6484
16 F -2.5772 1.1130 5.7092
17 F -1.2848 -4.4849 -0.7517
18 F -2.4466 1.6365 -3.9909
19 O 6.3695 -0.4068 -0.6966
20 O -3.5070 -0.1558 1.7993
21 O 4.6966 2.5569 -0.4471
22 O -2.7085 2.4816 3.8314
23 O 2.3018 -6.1110 1.2728
24 O -0.2545 -6.5366 0.2408
25 O 1.9021 -3.8278 2.4503
26 O 4.1808 0.7093 1.2351
27 O -3.8690 3.1045 -3.0224
28 O 5.8405 1.0746 -2.6849
29 O -1.1509 -4.5942 1.5665
30 O -2.0409 4.2627 -0.7354
31 O -5.2578 1.4890 2.5178
32 O -2.5079 3.7037 -5.0849
33 O -1.4146 0.2933 3.8279
34 O -2.0692 5.7673 -2.7003
35 N -4.0855 0.0550 4.1702
36 N 3.7351 0.3712 -1.3485
37 N 0.8310 -4.1794 -0.0405
38 N -1.2301 3.1994 -2.9881

Its net charge is -2. The HOMO energy comes out at -5.0 eV. The LUMO energy is 0.06 eV.


Record 10
A cluster of 2 separate species, FH2O2P in total in a non-equilibrium geometry, computed with ωB97M-V/def2-TZVPD.

Geometry (Å):
1 P -0.8355 0.1147 -0.5703
2 F -1.5668 -0.8251 0.5094
3 O 1.4586 -0.7068 -0.2673
4 O -0.7294 1.4120 0.2053
5 H 0.0452 1.4378 0.8968
6 H 1.6280 -1.4326 -0.7738

The HOMO energy (alpha / beta) comes out at -6.9 / -11.3 eV. The LUMO energy (alpha / beta) is 0.74 / -2.90 eV. The spin multiplicity is 3.


Record 11
A cluster of 2 separate species, FH3N2O in total in a non-equilibrium geometry, computed with ωB97M-V/def2-TZVPD.

Geometry (Å):
1 F -2.0362 -0.8093 -1.8226
2 O 1.3413 -0.6028 1.6236
3 N 0.8386 0.2276 0.8749
4 N 0.1534 0.0269 -0.1064
5 H -1.1464 -0.9059 -1.3430
6 H 1.1719 1.1360 1.0740
7 H -0.3226 0.9275 -0.3005

The HOMO energy comes out at -11.2 eV. The LUMO energy is 0.06 eV.


Record 12
A structure of composition FH3N2OS in a non-equilibrium geometry, computed with ωB97M-V/def2-TZVPD.

Geometry (Å):
1 S 1.3949 -0.0086 0.6215
2 F 1.6521 1.1773 -0.5148
3 O -1.9995 1.0423 0.5214
4 N -0.8736 0.2447 0.0530
5 N 1.8393 -1.3347 0.0580
6 H -1.0617 -0.8325 0.3862
7 H 1.6258 -1.5448 -0.8939
8 H -2.5772 1.2563 -0.2314

The HOMO energy (alpha / beta) comes out at -8.6 / -9.9 eV. The LUMO energy (alpha / beta) is -0.70 / -0.81 eV.


Record 13
A cluster of 2 separate species, FH3N2OS in total in a non-equilibrium geometry, computed with ωB97M-V/def2-TZVPD.

Geometry (Å):
1 S 1.2838 -2.2025 0.0012
2 F 0.6041 -0.2173 1.9548
3 O 0.7151 -0.8850 -0.4236
4 N 0.3693 0.5836 0.8886
5 N -0.9876 0.7279 0.7774
6 H 2.6146 -1.9253 -0.5727
7 H -1.4239 -0.2060 0.9396
8 H -1.3004 1.1828 -0.0270

The HOMO energy (alpha / beta) comes out at -8.2 / -8.7 eV. The LUMO energy (alpha / beta) is -0.62 / 0.55 eV.


Record 14
The molecule FH3N3P3 in a non-equilibrium geometry, computed with ωB97M-V/def2-TZVPD.

Geometry (Å):
1 P -0.3439 0.3074 1.9982
2 P -1.0782 0.7596 -0.9721
3 P 0.1918 -2.0743 0.0602
4 F -1.3140 -1.0394 -1.6519
5 N 1.1015 -1.0278 -0.9859
6 N -1.1931 1.0013 0.5334
7 N 0.1084 -1.1046 1.2550
8 H -1.4856 -0.3292 2.3244
9 H 1.9157 -0.5636 -0.2349
10 H 1.0581 -1.1393 -1.9615

The HOMO energy comes out at -8.8 eV. The LUMO energy is -0.54 eV.


Record 15
A cluster of 2 separate species, FH3OP2 in total in a non-equilibrium geometry, computed with ωB97M-V/def2-TZVPD.

Geometry (Å):
1 P -0.0198 1.7957 -0.9641
2 P -1.1152 2.9476 0.2707
3 F -2.5143 3.0855 -0.5731
4 O -0.1501 -0.4949 -0.0061
5 H 0.2117 -1.2835 0.3148
6 H -0.7296 -0.6231 -0.6954
7 H 1.1407 1.8979 -0.0752

The HOMO energy comes out at -8.9 eV. The LUMO energy is -0.23 eV.


Record 16
A cluster of 2 separate species, FH3OSi in total in a non-equilibrium geometry, computed with ωB97M-V/def2-TZVPD.

Geometry (Å):
1 Si -0.0620 -0.1529 0.5368
2 F 1.4049 -0.6246 1.1087
3 O -0.1067 -0.3290 -1.0962
4 H 1.2111 0.0746 -1.4451
5 H -0.0725 1.2922 0.7500
6 H -1.2379 -1.0056 0.7993

The HOMO energy comes out at -11.3 eV. The LUMO energy is -0.42 eV.


Record 17
A structure of composition FH3OSi in a non-equilibrium geometry, computed with ωB97M-V/def2-TZVPD.

Geometry (Å):
1 Si 0.6641 -0.2531 0.0541
2 F 1.5543 1.0707 0.1947
3 O -1.5310 0.5097 0.1674
4 H 1.0329 -0.9299 -1.2908
5 H 0.4941 -0.8347 1.3920
6 H -2.2144 0.4374 -0.5174

The HOMO energy (alpha / beta) comes out at -5.7 / -11.8 eV. The LUMO energy (alpha / beta) is 0.80 / -3.26 eV. The spin multiplicity is 3.


Record 18
A structure of composition FHInMgNO3S2 in a non-equilibrium geometry, computed with ωB97M-V/def2-TZVPD.

Geometry (Å):
1 In 1.2371 0.8701 0.9731
2 S -1.0592 -0.0204 -0.0139
3 S 0.1143 1.0426 -2.3875
4 Mg -0.8239 -1.2678 -2.8924
5 F -2.4884 0.7352 0.1735
6 O 2.4290 0.0422 2.0553
7 O -1.4559 -1.1816 -0.8438
8 O -0.4914 -0.2468 1.4618
9 N -0.0092 0.9337 -0.6335
10 H 2.5475 -0.9072 2.1075

Its net charge is +1. The HOMO energy (alpha / beta) comes out at -10.3 / -13.3 eV. The LUMO energy (alpha / beta) is -6.99 / -7.12 eV. The spin multiplicity is 2.


Record 19
A structure of composition FHIrO2P in a non-equilibrium geometry, computed with ωB97M-V/def2-TZVPD.

Geometry (Å):
1 Ir 1.2218 -1.1157 -0.0571
2 P -1.1759 0.8607 1.1549
3 F 2.4746 -2.2362 -0.4151
4 O -2.0644 1.5842 0.1973
5 O -0.0376 0.2995 0.0139
6 H -0.4183 0.6074 -0.8940

Its net charge is +2. The HOMO energy (alpha / beta) comes out at -21.8 / -21.7 eV. The LUMO energy (alpha / beta) is -10.70 / -15.82 eV. The spin multiplicity is 5.


Record 20
The molecule FHN2O2S in a non-equilibrium geometry, computed with ωB97M-V/def2-TZVPD.

Geometry (Å):
1 S 0.9120 -0.3189 0.2970
2 F -1.0957 -1.0187 2.0232
3 O 0.5060 -2.7487 -0.4309
4 O -0.9653 -3.5709 0.9742
5 N -0.3089 -2.6950 0.4154
6 N -0.5706 -1.2867 0.7824
7 H 0.1310 0.5319 -0.3561

The HOMO energy comes out at -10.3 eV. The LUMO energy is -0.52 eV.